[1]
This record from the OMol25 dataset describes a cluster of 34 separate species, H68O34 in total. The level of theory is ωB97M-V with the def2-TZVPD basis set.

```
! RIJCOSX wB97M-V def2-TZVPD def2/J DEFGRID3
* xyz 0 1
O -10.764 2.926 13.959
H -10.436 2.483 13.176
H -11.634 2.552 14.098
O -14.681 1.113 9.151
H -13.863 1.538 8.893
H -14.885 1.486 10.009
O -15.496 2.812 11.714
H -16.311 2.665 11.235
H -15.621 2.359 12.548
O -10.259 1.501 11.871
H -10.988 0.898 12.014
H -9.696 1.053 11.239
O -15.440 -1.665 18.274
H -15.470 -1.489 19.215
H -15.938 -0.949 17.880
O -15.431 0.550 16.256
H -15.691 0.648 15.340
H -15.404 1.445 16.594
O -10.073 -1.819 12.227
H -9.338 -2.419 12.353
H -10.373 -1.618 13.114
O -13.477 2.211 13.845
H -13.915 2.249 14.695
H -13.830 1.424 13.428
O -14.486 -1.836 9.725
H -14.150 -0.978 9.464
H -14.517 -2.339 8.911
O -13.536 -3.534 13.717
H -13.151 -3.651 12.849
H -13.248 -4.301 14.213
O -12.644 2.594 8.094
H -12.444 2.774 9.013
H -11.831 2.788 7.629
O -11.223 -2.184 14.757
H -11.759 -1.708 15.392
H -11.826 -2.808 14.354
O -16.849 5.690 11.543
H -17.748 5.743 11.868
H -16.647 4.755 11.549
O -12.969 -0.728 16.260
H -12.286 -0.060 16.215
H -13.783 -0.234 16.358
O -12.312 7.226 12.729
H -13.257 7.247 12.579
H -12.220 6.960 13.644
O -10.989 4.093 17.368
H -10.276 4.151 16.733
H -10.730 4.686 18.074
O -17.397 -1.593 13.072
H -18.149 -1.964 13.534
H -17.249 -2.188 12.337
O -16.986 1.445 13.822
H -17.421 0.654 13.502
H -17.538 2.164 13.514
O -9.425 4.872 12.681
H -9.869 4.072 12.961
H -10.118 5.409 12.297
O -13.837 5.156 18.512
H -13.489 6.048 18.525
H -13.073 4.599 18.663
O -16.420 5.026 14.499
H -17.303 5.392 14.453
H -16.153 4.925 13.586
O -14.719 7.779 15.837
H -15.091 8.032 14.992
H -14.169 7.021 15.640
O -14.767 3.634 16.340
H -14.507 4.328 16.947
H -15.374 4.060 15.735
O -14.885 -0.340 13.417
H -15.824 -0.359 13.231
H -14.731 -1.121 13.948
O -12.579 6.020 15.153
H -11.887 6.531 15.572
H -12.583 5.188 15.625
O -17.552 3.141 16.309
H -17.291 2.751 15.474
H -17.219 2.535 16.971
O -7.991 0.393 14.515
H -8.935 0.440 14.363
H -7.874 -0.388 15.056
O -8.737 4.116 15.355
H -8.620 4.942 14.885
H -9.267 3.578 14.767
O -15.936 -3.384 15.383
H -16.321 -3.351 16.258
H -16.272 -2.602 14.944
O -16.933 -0.779 10.243
H -16.132 -1.300 10.280
H -16.756 -0.113 9.579
O -12.584 3.234 11.224
H -13.400 3.136 11.714
H -11.962 2.663 11.675
O -11.292 1.375 16.553
H -10.428 1.221 16.936
H -11.467 2.301 16.722
O -12.638 0.137 12.096
H -13.334 0.083 12.750
H -12.645 -0.719 11.667
O -11.491 5.784 10.486
H -11.601 6.543 11.059
H -11.959 5.077 10.931
*
```

Properties
E_LUMO (eV): -0.8
Total energy (Eh): -2599.00633
HOMO-LUMO gap (eV): 9.19

---

[2]
This record from the OMol25 dataset describes a structure of composition H6HfO24S5. The level of theory is ωB97M-V with the def2-TZVPD basis set.

```
! RIJCOSX wB97M-V def2-TZVPD def2/J DEFGRID3
* xyz -8 1
Hf 0.150 0.465 0.447
S 0.515 -5.123 0.466
O 1.702 -5.452 -0.355
O -0.659 -5.388 -0.317
O 0.469 -5.848 1.751
O 0.558 -3.698 0.770
S -1.994 -1.621 -4.118
O -2.751 -0.454 -4.528
O -1.330 -1.320 -2.915
O -3.000 -2.643 -3.809
O -1.093 -2.220 -5.088
S 1.727 3.098 -4.268
O 1.680 2.461 -2.954
O 2.459 2.279 -5.241
O 0.386 3.328 -4.784
O 2.377 4.369 -4.167
S 5.838 -0.029 1.137
O 4.385 -0.063 0.886
O 6.203 -1.095 1.973
O 6.554 -0.194 -0.111
O 6.200 1.239 1.762
S -4.803 -2.145 1.640
O -4.849 -3.285 0.640
O -3.693 -1.285 1.421
O -5.979 -1.347 1.489
O -4.787 -2.646 2.986
O 0.436 0.774 4.263
H 0.884 0.722 5.130
O -2.407 2.951 -0.802
H -2.672 3.858 -0.552
O -3.214 2.595 3.985
H -2.422 2.113 4.222
H -3.852 2.353 4.657
O 2.030 4.171 1.405
H 2.609 4.553 0.745
H 2.342 4.530 2.235
*
```

Properties
E_LUMO (eV): 12.2
Total energy (Eh): -3846.22777
HOMO-LUMO gap (eV): 1.92

---

[3]
This record from the OMol25 dataset describes a cluster of 4 separate species, H6IO3 in total. The level of theory is ωB97M-V with the def2-TZVPD basis set.

```
! RIJCOSX wB97M-V def2-TZVPD def2/J DEFGRID3
* xyz -1 1
I -6.277 19.081 -8.064
O -3.888 20.922 -9.781
H -4.670 20.525 -9.398
H -3.541 21.486 -9.089
O -6.964 18.275 -11.253
H -6.936 18.412 -10.306
H -7.702 18.806 -11.551
O -8.194 21.976 -8.083
H -7.690 22.354 -7.362
H -7.838 21.094 -8.188
*
```

Properties
E_LUMO (eV): 3.6
Total energy (Eh): -527.12314
HOMO-LUMO gap (eV): 8.14

---

[4]
This record from the OMol25 dataset describes a structure of composition H6Li2O15S3. The level of theory is ωB97M-V with the def2-TZVPD basis set.

```
! RIJCOSX wB97M-V def2-TZVPD def2/J DEFGRID3
* xyz -4 1
Li -13.512 -12.885 15.667
Li -13.257 -11.856 18.201
S -10.624 -12.315 16.481
O -10.052 -10.978 16.437
O -9.888 -13.113 17.477
O -12.088 -12.348 16.795
O -10.523 -12.957 15.153
S -13.081 -8.814 19.414
O -13.988 -7.787 18.870
O -11.751 -8.756 18.780
O -12.959 -8.493 20.865
O -13.638 -10.169 19.240
S -16.104 -11.346 16.522
O -16.494 -11.698 15.132
O -17.207 -11.710 17.436
O -14.911 -12.162 16.902
O -15.758 -9.934 16.592
O -13.054 -9.782 15.662
H -13.313 -9.527 14.771
H -13.910 -9.845 16.155
O -11.609 -12.170 19.583
H -10.690 -11.903 19.436
H -11.867 -11.781 20.427
O -14.220 -13.368 19.249
H -14.620 -13.149 20.097
H -13.745 -14.193 19.394
*
```

Properties
E_LUMO (eV): 7.8
Total energy (Eh): -2341.73928
HOMO-LUMO gap (eV): 2.62